Entry 1:
79
Properties=species:S:1:pos:R:3:forces:R:3:lowdin_spin:R:1 method="wB97M-V/def2-TZVPD" e_homo_ev="-16.07 / -15.93" s2=2.10 total_charge=+3 multiplicity=3
Mn -0.195594 -0.276295 1.368131 0.24 2.37 -1.29 2.053
C 0.933727 -1.152894 4.946798 -0.04 -0.17 0.00 0.004
C 0.232387 -1.018163 3.640588 -0.23 0.19 0.57 0.010
N -0.290973 0.076653 3.195359 -0.04 -0.76 0.87 0.017
N -0.493339 1.224969 3.858350 0.08 0.25 -0.23 -0.003
C -1.181768 2.020409 3.061038 0.07 -0.21 0.01 0.002
N -1.587141 3.207412 3.483866 -0.06 0.04 -0.04 0.007
S -1.549819 1.537561 1.376279 0.28 -0.17 0.25 -0.058
C -0.158432 -2.172352 2.782627 -0.34 -0.48 0.27 0.007
C 0.157773 -3.489921 3.091729 0.24 0.13 0.08 -0.004
C -0.574358 -4.506100 2.507888 -0.05 -0.07 -0.07 0.004
C -1.581632 -4.192012 1.599752 0.01 -0.18 0.07 -0.004
C -1.757074 -2.879634 1.228504 0.02 0.30 -0.07 0.000
N -1.052756 -1.884466 1.780877 0.01 -1.19 0.73 -0.021
H 0.999179 -0.178322 5.422298 0.02 0.02 0.00 0.000
H 1.938375 -1.560716 4.819304 -0.02 -0.01 -0.02 0.000
H 0.380660 -1.823741 5.607914 0.02 -0.02 -0.01 0.001
H -1.452751 3.466927 4.450323 0.02 0.00 0.00 0.000
H -2.150794 3.802743 2.901446 0.01 0.02 0.03 -0.001
H 0.937639 -3.701680 3.811371 -0.10 -0.02 0.07 0.000
H -0.383389 -5.537294 2.776457 0.00 0.02 -0.01 0.000
H -2.198611 -4.965135 1.163178 0.01 0.02 -0.01 0.000
H -2.468846 -2.587495 0.469011 0.01 -0.02 -0.04 0.000
C 4.735284 -0.883508 1.227284 -0.02 0.03 -0.01 0.000
C 4.280088 0.560609 1.385651 0.07 -0.14 -0.02 0.000
S 2.739161 0.655459 2.298196 -0.10 0.24 0.04 0.006
O 1.645850 0.450402 1.195841 -0.09 -0.30 -0.20 0.041
C 2.672854 2.418743 2.683987 -0.08 0.02 -0.15 0.002
C 2.400006 3.296705 1.471122 0.03 -0.03 0.03 0.000
H 5.678908 -0.901394 0.684387 0.00 0.00 -0.01 0.000
H 4.014199 -1.470376 0.660815 -0.01 -0.01 -0.01 0.000
H 4.899007 -1.357432 2.194448 0.00 0.01 0.00 0.000
H 4.116825 1.057162 0.429075 0.02 0.06 0.02 0.000
H 4.994063 1.139669 1.975541 -0.01 0.01 -0.02 0.000
H 3.634538 2.632428 3.155820 -0.05 0.01 0.06 0.000
H 1.892733 2.509220 3.440316 0.01 -0.01 0.02 0.000
H 3.225631 3.281136 0.760310 0.00 0.01 0.01 0.000
H 2.265795 4.324928 1.805440 0.03 -0.01 0.00 0.000
H 1.488832 2.982423 0.961286 -0.01 0.01 0.02 0.000
C -4.609055 2.188290 -1.347181 -0.08 0.29 -0.05 -0.001
Si -4.542086 0.569797 -2.148071 -0.15 -0.03 -0.06 -0.001
C -3.895681 0.371400 -3.825640 0.21 0.04 -0.22 0.000
C -5.075409 -0.909911 -1.249321 0.03 -0.19 0.22 0.000
Ge -0.122532 -0.108364 -1.038472 0.13 -0.08 -0.94 -0.035
Si 0.617290 -2.076813 -2.350136 0.03 0.47 0.31 -0.005
C 0.650522 -1.662363 -4.151189 0.07 -0.09 -0.20 -0.002
C -0.500578 -3.507893 -1.974068 -0.15 -0.12 0.00 0.003
C 2.297668 -2.253577 -1.564682 0.15 -0.09 -0.03 -0.005
Si 0.335880 1.978555 -2.269600 -0.29 -0.29 0.08 -0.009
C -0.401315 3.488279 -1.476190 0.02 0.16 0.16 0.001
C 2.188292 1.803253 -2.076822 0.12 -0.12 0.04 -0.004
C -0.198400 1.867615 -4.043611 0.01 0.07 -0.17 -0.003
H -5.594797 2.352505 -0.899914 0.04 -0.02 0.08 0.000
H -4.403572 2.994199 -2.051839 0.02 0.02 0.03 0.000
H -3.869906 2.224097 -0.536229 -0.05 -0.02 0.01 -0.001
H -4.735706 0.313055 -4.532538 0.01 -0.02 0.03 0.000
H -3.327860 -0.556843 -3.926167 -0.08 -0.02 -0.04 0.000
H -3.274151 1.215217 -4.125951 -0.06 0.01 -0.04 0.000
H -6.145660 -1.083223 -1.425236 0.02 0.02 -0.01 0.000
H -4.942500 -0.789443 -0.171829 -0.07 0.00 0.00 0.000
H -4.544659 -1.797579 -1.597676 -0.07 -0.02 -0.03 0.000
H -0.336460 -1.375615 -4.520276 0.03 -0.02 -0.03 0.000
H 0.967691 -2.540654 -4.722186 0.00 0.04 0.01 0.000
H 1.353996 -0.857776 -4.370346 -0.01 -0.02 -0.03 0.000
H -1.544647 -3.288518 -2.213775 0.02 -0.06 0.00 0.000
H -0.435810 -3.794480 -0.925226 0.00 -0.04 0.00 0.000
H -0.206603 -4.373458 -2.574691 0.00 0.03 0.00 0.000
H 2.930058 -1.391386 -1.792728 0.01 -0.04 0.02 0.000
H 2.816046 -3.149590 -1.918301 -0.02 0.04 0.00 -0.001
H 2.196133 -2.331888 -0.479015 0.04 -0.04 0.00 0.000
H -0.739544 3.307407 -0.455706 0.06 0.08 -0.06 0.001
H -1.249605 3.843260 -2.065882 0.01 0.01 0.03 0.000
H 0.333134 4.297702 -1.447207 -0.03 0.01 -0.03 0.000
H 2.451715 1.346644 -1.119035 0.08 0.06 -0.01 0.000
H 2.676701 2.780126 -2.131015 -0.04 -0.01 -0.01 -0.001
H 2.591928 1.178686 -2.877666 0.02 0.02 0.03 0.000
H -1.232330 2.194330 -4.171601 0.03 0.00 0.00 0.000
H -0.085034 0.875213 -4.472752 0.01 0.02 -0.04 0.000
H 0.420610 2.553111 -4.632867 -0.05 -0.02 0.00 -0.001

---

Entry 2:
16
Properties=species:S:1:pos:R:3:forces:R:3:lowdin_charge:R:1 method="wB97M-V/def2-TZVPD" e_homo_ev=-10.63 total_charge=0 de_lowest_kcal_mol=304.8
C -1.149074 -1.868379 -1.271961 -2.39 0.71 -1.30 -0.076
C -0.274217 -0.798573 -0.351648 -2.18 1.17 -2.38 -0.276
C -1.300374 0.362867 0.349958 -2.06 -0.46 -2.77 -0.231
H -1.872681 -2.363329 -0.467387 1.76 0.55 -2.03 0.094
H -0.638614 -2.560063 -2.044848 0.18 0.66 2.41 0.067
H -1.942976 -1.507201 -2.229398 2.04 0.24 3.32 0.130
H 0.293711 -1.249295 0.454548 -1.22 -0.67 -0.40 0.055
H -0.064090 1.287783 -1.019511 2.66 -3.34 -1.17 0.316
H -0.478491 0.060365 2.395383 -3.88 -1.07 -2.27 0.209
H -1.949350 0.721195 2.006486 -2.74 3.67 2.32 -0.027
N 0.838531 0.007899 -1.105625 -3.74 4.18 2.08 0.072
N 1.733980 0.358189 -0.046484 -0.97 0.15 2.33 -0.314
N -1.571351 -0.127135 1.853188 6.03 0.42 -3.25 0.095
O 2.141513 1.624378 0.049439 -1.21 -6.73 0.02 0.002
O 1.794459 -0.716449 0.791640 3.26 5.97 -2.02 -0.068
O -1.937674 1.312369 -0.386194 4.46 -5.46 5.12 -0.049

---

Entry 3:
20
Properties=species:S:1:pos:R:3:forces:R:3:lowdin_charge:R:1 method="wB97M-V/def2-TZVPD" e_homo_ev=-9.16 total_charge=0 de_lowest_kcal_mol=118.7
C 2.581341 1.484714 0.336501 -1.58 -1.22 0.87 -0.094
C 0.757712 0.457701 -0.469942 -1.87 -1.70 3.20 -0.320
C 1.999382 0.181218 -0.101391 3.70 -0.78 -0.55 -0.537
C -0.572850 -0.011432 -0.919423 3.16 -0.90 -1.85 -0.225
C -0.722445 2.235214 0.093138 -0.02 -1.17 1.23 0.100
C -1.487193 1.052735 -0.392448 -1.73 -0.11 0.81 -0.194
C -0.832967 -1.679657 1.059595 0.20 0.12 -2.06 -0.069
C -0.971940 -1.472484 -0.471127 -1.20 2.61 -0.89 -0.167
N 1.571392 2.294839 0.494237 3.07 2.05 0.68 0.074
N 0.480718 1.677747 0.085470 0.67 2.38 -0.47 -0.180
Br 3.050676 -1.501240 -0.150826 -1.16 1.60 -0.23 0.630
H 3.596425 1.731790 0.686595 -0.73 -0.24 -0.41 0.119
H 0.014952 0.377473 -1.930139 -3.10 -1.83 0.10 0.225
H -2.067947 1.600325 -1.095450 -1.30 -0.41 -1.18 0.093
H -2.196465 0.554582 0.374182 0.98 1.35 -1.04 0.153
H -1.538448 -1.119717 1.586917 -1.55 0.79 0.70 0.046
H 0.078624 -1.427288 1.570202 0.91 -0.39 -0.44 0.072
H -1.105760 -2.697278 1.055720 -0.01 -1.41 1.23 0.064
H -2.060932 -1.474009 -0.747278 0.71 -0.37 0.53 0.120
H -0.574276 -2.265236 -1.064531 0.85 -0.37 -0.23 0.091